{"formula": "C5H13N3", "method": "ωB97M-V with the def2-TZVPD basis set", "species": ["C", "C", "N", "C", "N", "H", "H", "H", "H", "H", "H", "H", "H", "C", "C", "N", "H", "H", "H", "H", "H"], "xyz": [[0.607, 1.195, -1.194], [0.086, 1.502, 1.164], [-0.192, 0.718, -0.052], [-1.607, 0.461, -0.332], [-2.636, 0.831, 0.336], [-2.394, 1.116, 1.284], [-1.742, 0.111, -1.362], [1.670, 1.180, -0.942], [0.319, 2.210, -1.476], [0.452, 0.548, -2.059], [-0.413, 2.472, 1.116], [-0.280, 0.971, 2.042], [1.161, 1.625, 1.295], [0.748, -2.043, -0.758], [0.201, -1.372, 0.479], [0.777, -1.472, 1.635], [1.609, -2.060, 1.585], [-1.038, -1.349, 0.391], [0.073, -1.915, -1.606], [1.730, -1.621, -0.987], [0.871, -3.109, -0.562]], "e_tot_ev": -9863.3972, "smiles": "[H]/N=C\\N(C)C.[H]/N=C\\C", "homo_ev": -8.462, "orbital_gap_ev": 9.25, "lumo_energy_ev": 0.78, "charge": 0}

---

{"formula": "C3H11NO2Si", "method": "ωB97M-V with the def2-TZVPD basis set", "species": ["C", "C", "C", "N", "O", "O", "Si", "H", "H", "H", "H", "H", "H", "H", "H", "H", "H", "H"], "xyz": [[-1.904, 1.590, -0.153], [3.204, -0.118, -0.010], [-1.140, -1.973, -0.127], [-0.487, 1.555, -0.497], [2.032, 0.550, -0.435], [0.062, -1.303, -0.495], [0.493, 0.201, -0.290], [-2.468, 2.031, -0.975], [-2.267, 0.589, 0.056], [-2.062, 2.172, 0.754], [3.587, 0.395, 0.875], [3.933, -0.054, -0.815], [3.007, -1.160, 0.234], [-1.461, -1.622, 0.878], [-0.916, -3.037, -0.115], [-1.908, -1.756, -0.867], [-0.064, 2.472, -0.453], [-1.640, -0.531, 2.434]], "e_tot_ev": -16749.7739, "homo_ev": [-6.561, -5.702], "orbital_gap_ev": [6.51, 5.57], "lumo_energy_ev": [-0.05, -0.14], "charge": 0}

---

{"formula": "C46H49F3GeN4O6RbS", "method": "ωB97M-V with the def2-TZVPD basis set", "species": ["Rb", "C", "O", "C", "C", "O", "C", "C", "O", "C", "H", "H", "H", "H", "H", "H", "H", "H", "H", "H", "H", "H", "H", "H", "N", "C", "C", "N", "C", "C", "N", "C", "C", "N", "H", "H", "H", "H", "H", "H", "C", "C", "C", "C", "C", "C", "Ge", "C", "C", "C", "C", "C", "C", "C", "C", "C", "C", "C", "C", "H", "H", "H", "H", "H", "H", "H", "H", "H", "H", "H", "H", "H", "H", "H", "O", "S", "C", "C", "C", "C", "C", "C", "C", "C", "C", "C", "C", "C", "C", "C", "H", "H", "H", "H", "H", "H", "H", "H", "H", "H", "H", "H", "H", "H", "F", "C", "F", "F", "C", "O", "O"], "xyz": [[-0.413, 0.759, -0.324], [-3.195, -3.080, -0.239], [-2.658, -2.855, -1.521], [-3.188, -1.702, -2.136], [-2.322, -1.309, -3.304], [-1.086, -0.843, -2.805], [-0.181, -0.402, -3.809], [-0.550, 0.980, -4.315], [-0.513, 1.950, -3.284], [0.746, 2.601, -3.176], [-4.283, -3.227, -0.283], [-2.979, -2.237, 0.429], [-2.723, -3.974, 0.162], [-3.220, -0.872, -1.420], [-4.215, -1.890, -2.483], [-2.843, -0.527, -3.871], [-2.162, -2.164, -3.971], [-0.153, -1.120, -4.639], [0.802, -0.384, -3.336], [-1.568, 0.986, -4.711], [0.122, 1.260, -5.136], [0.938, 3.211, -4.067], [1.562, 1.892, -3.028], [0.691, 3.254, -2.305], [-5.206, -0.049, 1.826], [-5.832, 0.490, 0.726], [-4.828, 0.955, -0.068], [-3.608, 0.710, 0.509], [-3.865, 0.110, 1.646], [-2.840, -0.296, 2.600], [-1.556, -0.116, 2.408], [-0.936, -0.577, 3.540], [-1.858, -1.047, 4.425], [-3.078, -0.865, 3.814], [-5.672, -0.490, 2.599], [-6.902, 0.491, 0.620], [-4.909, 1.447, -1.023], [0.136, -0.543, 3.643], [-1.768, -1.483, 5.403], [-3.965, -1.120, 4.210], [-0.922, -5.276, 1.993], [-0.643, -5.862, 0.766], [0.056, -5.150, -0.201], [0.493, -3.847, 0.042], [0.200, -3.268, 1.279], [-0.500, -3.977, 2.246], [1.532, -2.826, -1.272], [1.273, -3.596, -3.046], [2.307, -3.649, -3.982], [2.082, -4.121, -5.268], [0.818, -4.559, -5.639], [-0.218, -4.525, -4.714], [0.006, -4.041, -3.432], [3.407, -2.878, -0.749], [4.361, -2.102, -1.410], [5.693, -2.132, -1.022], [6.090, -2.930, 0.042], [5.150, -3.694, 0.718], [3.819, -3.665, 0.327], [-1.462, -5.831, 2.751], [-0.966, -6.876, 0.562], [0.270, -5.621, -1.154], [0.538, -2.256, 1.483], [-0.714, -3.515, 3.202], [3.303, -3.324, -3.703], [2.897, -4.153, -5.981], [0.643, -4.933, -6.640], [-1.205, -4.877, -4.992], [-0.814, -4.004, -2.724], [4.055, -1.439, -2.210], [6.418, -1.517, -1.540], [7.128, -2.947, 0.350], [5.453, -4.312, 1.555], [3.093, -4.265, 0.865], [-1.264, 3.202, 0.289], [-2.254, 4.082, 0.971], [-2.352, 3.511, 2.698], [-1.095, 3.577, 3.507], [-1.012, 4.437, 4.598], [0.152, 4.516, 5.349], [1.251, 3.740, 5.006], [1.175, 2.876, 3.921], [0.006, 2.787, 3.183], [-1.426, 5.719, 1.202], [0.054, 5.656, 0.965], [0.958, 5.766, 2.013], [2.322, 5.661, 1.780], [2.794, 5.437, 0.497], [1.897, 5.337, -0.558], [0.537, 5.450, -0.325], [-2.695, 2.482, 2.564], [-3.160, 4.089, 3.152], [-1.869, 5.048, 4.866], [0.202, 5.185, 6.199], [2.163, 3.806, 5.585], [2.028, 2.272, 3.639], [-0.054, 2.101, 2.351], [-1.675, 6.080, 2.200], [-1.913, 6.361, 0.467], [0.596, 5.916, 3.023], [3.014, 5.736, 2.609], [3.855, 5.326, 0.317], [2.260, 5.155, -1.561], [-0.162, 5.356, -1.149], [3.586, 2.499, -0.875], [3.589, 1.453, -0.025], [4.813, 0.900, -0.085], [3.445, 1.964, 1.210], [2.480, 0.412, -0.383], [1.902, -0.110, 0.585], [2.289, 0.257, -1.601]], "e_tot_ev": -142901.8776, "homo_ev": [-5.957, -8.448], "orbital_gap_ev": [5.49, 7.98], "lumo_energy_ev": [-0.47, -0.47], "charge": 0, "multiplicity": 2}

---

Q: What is the charge in the third record?
A: 0